1.
6
Properties=species:S:1:pos:R:3:nbo_charge:R:1 method="wB97M-V/def2-TZVPD" spin_multiplicity=1 de_lowest_kcal_mol=34.45 smiles="F/C=N/OI" homo_energy_ev=-9.261 orbital_gap_ev=8.2095 energy_ha=-566.11861
F -0.478 -1.712 -0.630 -0.303
C -0.508 -0.428 -0.401 0.404
N -1.466 0.282 -1.143 -0.189
O -1.487 1.652 -0.958 -0.548
I -3.047 2.547 -1.792 0.465
H 0.118 -0.287 0.499 0.171

---

2.
8
Properties=species:S:1:pos:R:3:nbo_charge:R:1 method="wB97M-V/def2-TZVPD" spin_multiplicity=1 de_lowest_kcal_mol=0.26 charge=-1 homo_energy_ev=-5.026 orbital_gap_ev=8.0722 energy_ha=-1060.24143
C -1.289 0.660 -1.180 0.647
O -2.108 1.413 -1.614 -0.665
O 0.036 -0.478 2.154 -0.880
O -0.702 0.731 -0.057 -0.777
F 0.836 -1.522 -0.018 -0.544
S 0.782 -0.162 0.992 1.693
I 3.262 -0.668 1.655 -0.518
H -0.819 0.025 -1.933 0.044

---

3.
6
Properties=species:S:1:pos:R:3:nbo_charge:R:1 method="wB97M-V/def2-TZVPD" spin_multiplicity=1 de_lowest_kcal_mol=75.26 homo_energy_ev="-11.421 / -11.422" orbital_gap_ev="10.5562 / 10.5568" energy_ha=-323.14585
C -0.719 -0.090 0.001 0.816
N 0.349 0.650 -0.475 -0.412
N 0.257 0.430 0.830 0.112
O -1.766 -0.604 -0.233 -0.468
F 0.792 -1.251 0.990 -0.479
H 1.087 0.866 -1.112 0.432

---

4.
8
Properties=species:S:1:pos:R:3:nbo_charge:R:1 method="wB97M-V/def2-TZVPD" spin_multiplicity=1 de_lowest_kcal_mol=38.80 charge=-1 homo_energy_ev=-6.212 orbital_gap_ev=10.2560 energy_ha=-817.26551
C 0.460 0.743 0.001 0.349
N 1.681 0.574 0.037 -0.709
O -1.567 -0.293 -1.337 -0.951
O -1.668 -0.697 1.166 -0.947
O 0.123 -1.632 -0.144 -1.017
F 0.098 2.374 0.036 -0.506
S -0.946 -0.635 -0.069 2.376
H 1.819 -0.434 0.310 0.403

---

5.
6
Properties=species:S:1:pos:R:3:nbo_charge:R:1 method="wB97M-V/def2-TZVPD" spin_multiplicity=1 de_lowest_kcal_mol=40.41 homo_energy_ev=-9.950 orbital_gap_ev=10.2334 energy_ha=-364.13458
C -1.151 -0.070 0.073 1.079
O -2.031 -0.792 0.234 -0.474
O 1.437 0.366 -0.277 -0.451
O 0.551 -0.694 -0.296 -0.358
F -0.994 1.198 0.053 -0.257
H 2.188 -0.007 0.213 0.461

---

6.
6
Properties=species:S:1:pos:R:3:nbo_charge:R:1 method="wB97M-V/def2-TZVPD" spin_multiplicity=1 de_lowest_kcal_mol=31.15 smiles="FC(=S)OS" homo_energy_ev=-9.345 orbital_gap_ev=9.0523 energy_ha=-1010.11453
F -0.910 0.422 -1.471 -0.296
C -0.001 0.806 -0.594 0.552
S 1.008 2.007 -0.963 -0.062
O 0.128 0.162 0.551 -0.637
S -0.653 -1.192 1.242 0.302
H 0.429 -2.206 1.235 0.142